109
Properties=species:S:1:pos:R:3:forces:R:3 method="wB97M-V/def2-TZVPD" homo_lumo_gap_ev=7.70 e_homo_ev=-10.25
C -11.3796 3.8346 4.2405 0.9 -0.6 -0.6
C -11.4103 3.7271 2.6017 0.9 0.0 2.0
Cl -12.4662 5.1157 2.0188 0.8 -1.2 0.0
C -9.8587 3.9033 2.1348 -1.3 -0.5 0.8
N -9.7089 4.0205 0.6498 0.3 0.0 -1.6
C -9.2435 5.3574 0.1324 -1.1 2.3 -0.1
O -9.9099 6.2303 -0.4867 3.4 -4.2 3.0
C -7.7192 5.3516 0.6419 3.4 -0.6 0.8
C -6.7320 6.4900 1.0574 0.7 -4.6 -0.1
C -5.2917 6.0125 1.5573 -2.7 -1.8 -1.1
N -4.3303 7.0890 1.9736 1.9 -0.6 -4.4
C -3.4346 7.2905 1.0419 2.5 -2.3 -1.7
O -2.5003 7.2662 0.2027 -6.0 0.9 5.4
C -4.8916 4.4658 1.6266 -3.1 0.9 0.0
S -3.2088 4.0806 2.2817 -0.6 0.2 -0.4
C -5.9230 3.3269 1.1799 -1.0 5.2 -1.0
S -5.5529 1.5202 1.2609 -4.9 -4.1 4.1
O -5.7489 1.1050 2.7223 1.6 2.2 -4.0
O -6.4513 0.6341 0.4406 2.9 3.3 0.6
C -3.7892 1.0581 0.8342 2.8 -0.5 0.1
F -3.1390 1.9440 -0.0800 -1.5 -2.0 2.4
F -3.0801 0.9099 2.0937 -1.6 0.7 -3.7
C -3.7250 -0.4337 0.1569 0.6 -1.7 0.5
F -2.3182 -0.7926 0.1725 -3.8 0.9 -0.6
F -4.2343 -0.4720 -1.1658 1.6 -0.1 4.1
F -4.3546 -1.3901 1.0406 1.6 2.8 -3.0
C -7.3202 3.8256 0.6898 2.2 1.7 0.2
C -8.6353 3.0858 0.1487 -0.4 -2.2 -1.1
O -8.8327 2.0613 -0.5465 1.1 4.8 3.3
H -11.5501 4.9149 4.5885 0.1 -1.8 -0.5
H -12.1075 3.0805 4.7133 1.0 1.4 -0.7
H -10.3031 3.5134 4.5433 -1.8 0.5 -0.2
H -11.8476 2.6971 2.3586 0.6 1.8 -0.3
H -9.3188 2.9360 2.4961 -0.8 1.7 -0.6
H -9.4576 4.8114 2.7110 -0.4 -1.2 -0.9
H -7.0619 7.5834 1.0149 0.8 -1.8 0.1
H -3.2711 3.5681 3.5755 -0.9 0.4 -1.0
C -0.7201 2.1717 -2.5307 -0.6 -0.1 0.7
C -0.8425 2.3560 -4.0560 -0.2 0.8 0.4
C 0.2006 1.6207 -4.8960 0.1 -0.4 -0.9
F 1.4561 2.0421 -4.6408 -0.1 0.0 0.0
F -0.0134 1.8449 -6.2178 -0.3 0.1 0.2
F -0.8540 3.6810 -4.3425 0.2 -0.3 -0.1
F -2.0744 1.8858 -4.4152 0.4 -0.3 0.0
O -0.0585 3.2215 -1.8144 1.4 -0.2 -0.8
C 1.3518 3.1442 -1.7375 -1.6 -0.9 0.7
C 2.0419 4.3367 -2.4066 0.2 0.7 -0.5
F 1.7346 4.4133 -3.7210 -0.1 -0.1 0.4
F 3.3920 4.2203 -2.3281 -0.2 -0.3 0.3
F 1.7661 1.9567 -2.2222 0.5 0.3 0.2
F 1.6496 3.1315 -0.4155 0.2 0.4 -0.3
H -1.7414 2.1855 -2.1393 0.1 0.2 -0.2
H -0.3366 1.1842 -2.2561 0.2 0.2 -0.3
H 0.1535 0.5410 -4.7305 -0.1 0.0 0.1
H 1.7460 5.2767 -1.9346 -0.1 -0.2 0.2
C 4.7564 0.5701 -3.3740 -0.6 0.5 -0.5
C 4.7954 -0.6615 -2.4480 -0.1 -0.2 -1.0
C 5.8179 -0.6026 -1.3148 0.2 -0.1 0.7
F 7.0832 -0.5265 -1.7705 -0.2 -0.1 0.0
F 5.7543 -1.7317 -0.5590 -0.3 -0.1 -0.1
F 4.9651 -1.7767 -3.2001 0.2 0.1 0.3
F 3.5538 -0.7757 -1.8859 0.3 0.3 0.3
O 5.4675 0.4578 -4.6120 1.4 -0.3 0.8
C 6.8474 0.7718 -4.5849 -1.7 1.0 0.3
C 7.7276 -0.4230 -4.9646 0.5 -0.7 -0.2
F 7.5541 -1.4577 -4.1105 -0.2 0.3 -0.1
F 9.0416 -0.0916 -4.9129 -0.3 0.3 0.0
F 7.1688 1.3016 -3.3879 0.5 -0.1 -0.4
F 7.0185 1.7651 -5.4902 0.3 -0.5 0.0
H 3.7123 0.6905 -3.6780 0.1 -0.2 0.0
H 4.9953 1.4990 -2.8472 0.2 -0.3 0.1
H 5.6322 0.2489 -0.6548 -0.1 0.0 -0.1
H 7.4974 -0.7748 -5.9732 -0.1 0.2 0.0
C 6.5582 -5.0205 1.8704 -0.7 -0.6 -0.2
C 6.5745 -3.5983 2.4643 -0.2 -0.6 0.7
C 7.6135 -2.6505 1.8679 0.3 0.8 -0.2
F 8.8749 -3.0798 2.0712 -0.1 0.0 0.1
F 7.5299 -1.4263 2.4537 -0.3 -0.1 0.1
F 6.7030 -3.6812 3.8119 0.2 0.1 -0.2
F 5.3385 -3.0592 2.2405 0.3 0.1 -0.4
O 7.2486 -6.0324 2.6130 1.4 0.8 -0.1
C 8.6362 -6.1669 2.3692 -1.7 -0.2 -1.0
C 9.4797 -5.8912 3.6179 0.4 0.2 0.7
F 9.2923 -4.6321 4.0746 -0.2 -0.3 -0.2
F 10.8028 -6.0135 3.3447 -0.3 -0.2 -0.3
F 8.9886 -5.4011 1.3177 0.5 -0.3 0.3
F 8.8197 -7.4502 1.9739 0.3 0.2 0.5
H 5.5134 -5.3451 1.8891 0.1 0.1 0.2
H 6.8296 -5.0352 0.8105 0.2 0.2 0.2
H 7.4591 -2.5151 0.7950 -0.1 -0.2 0.1
H 9.2258 -6.5845 4.4234 -0.1 -0.1 -0.2
C -1.1167 -4.4385 1.4134 -0.9 0.2 0.0
C -0.0053 -4.6838 2.4529 -0.6 -0.8 0.0
C 1.3806 -4.1625 2.0769 0.8 0.3 0.3
F 1.8685 -4.7557 0.9695 -0.1 0.0 0.1
F 2.2700 -4.4234 3.0700 -0.3 0.0 0.1
F 0.0360 -6.0055 2.7523 0.2 0.2 -0.1
F -0.3911 -4.0519 3.6019 0.3 0.3 -0.3
O -1.4340 -5.5352 0.5486 1.5 -0.1 -0.6
C -0.6486 -5.6723 -0.6208 -1.3 1.3 0.8
C 0.1274 -6.9927 -0.6538 0.4 -0.8 0.1
F 0.9788 -7.0935 0.3923 -0.3 0.2 -0.1
F 0.8800 -7.0834 -1.7786 -0.3 0.3 0.0
F 0.1456 -4.5925 -0.7633 0.1 -0.4 -0.4
F -1.5198 -5.6337 -1.6581 0.3 -0.4 0.1
H -2.0363 -4.2756 1.9834 0.2 -0.2 0.1
H -0.9724 -3.5072 0.8571 0.3 -0.2 0.1
H 1.3693 -3.0808 1.9179 -0.2 0.0 0.0
H -0.5521 -7.8478 -0.6206 -0.2 0.2 0.0


71
Properties=species:S:1:pos:R:3:forces:R:3 method="wB97M-V/def2-TZVPD" charge=-1 relative_energy_kcal_mol=3.30 homo_lumo_gap_ev="4.81 / 4.81" e_homo_ev="-3.14 / -3.13" spin_multiplicity=2
Co -0.2761 0.1396 0.0237 0.2 0.2 0.3
C 3.8592 1.2364 -0.1296 0.0 0.0 0.0
C 2.3854 1.1456 -0.4266 -0.1 0.1 -0.1
N 1.6265 0.3801 0.2896 0.0 0.0 0.1
N 2.2845 -0.3000 1.3213 -0.2 0.2 -0.1
C 1.4742 -0.9887 2.0519 0.1 -0.1 0.1
S -0.2171 -1.1767 1.8448 0.0 -0.1 -0.2
S 2.1558 -1.9253 3.3928 -0.2 0.1 0.0
C 3.7247 -1.0637 3.6928 0.1 -0.1 -0.1
C 3.5787 0.1353 4.5833 0.0 0.0 0.0
C 3.6687 0.0025 5.9656 0.0 0.0 0.0
C 3.4995 1.0974 6.7984 0.0 0.0 0.0
C 3.2316 2.3472 6.2574 0.0 0.0 0.0
C 3.1380 2.4895 4.8804 0.0 0.0 0.0
C 3.3120 1.3922 4.0501 0.0 0.0 0.0
C 1.8389 1.9338 -1.5407 0.1 -0.1 0.1
C 2.6952 2.3306 -2.5803 0.0 0.0 0.0
C 2.2661 3.0984 -3.6400 0.0 0.0 0.0
C 0.9345 3.5284 -3.6559 0.0 0.0 0.0
C 0.0695 3.1668 -2.6544 0.0 0.0 0.0
C 0.4690 2.3257 -1.5832 0.0 0.0 0.0
O -0.4089 1.9560 -0.7125 0.0 -0.2 -0.1
H 4.0212 1.2878 0.9436 0.0 0.0 0.0
H 4.3002 2.1064 -0.6043 0.0 0.0 0.0
H 4.3741 0.3361 -0.4731 0.0 0.0 0.0
H 4.1351 -0.7989 2.7208 0.0 0.0 0.0
H 4.3726 -1.8088 4.1564 0.0 0.0 0.0
H 3.8679 -0.9740 6.3923 0.0 0.0 0.0
H 3.5732 0.9746 7.8717 0.0 0.0 0.0
H 3.0931 3.2034 6.9050 0.0 0.0 0.0
H 2.9209 3.4580 4.4477 0.0 0.0 0.0
H 3.2186 1.5000 2.9765 0.0 0.0 0.0
H 3.7259 1.9999 -2.5681 0.0 0.0 0.0
H 2.9470 3.3678 -4.4361 0.0 0.0 0.0
H 0.5768 4.1446 -4.4731 0.0 0.0 0.0
H -0.9668 3.4811 -2.6641 0.0 0.0 0.0
S -5.1151 -0.8074 -5.5105 -0.1 0.0 -0.1
N -3.5031 -0.8893 -5.5442 0.1 0.0 0.0
C -3.0845 -0.7132 -4.3035 0.1 0.0 0.0
C -1.7005 -0.7304 -3.8610 0.0 0.0 -0.2
C -0.6181 -0.9812 -4.7023 0.0 0.0 0.1
C 0.6424 -1.0410 -4.1520 0.0 0.0 0.0
C 0.7925 -0.8400 -2.7787 -0.1 -0.1 0.0
N -0.2237 -0.5751 -1.9803 0.0 0.1 -0.1
C -1.4511 -0.5224 -2.5095 -0.2 0.0 0.3
C -2.5477 -0.2730 -1.5602 0.3 -0.1 -0.1
N -2.1927 -0.0608 -0.2832 -0.1 0.1 0.0
C -3.1401 0.0887 0.6293 0.0 0.0 -0.1
C -4.4952 0.0593 0.3100 0.0 0.0 0.0
C -4.8722 -0.1265 -1.0012 0.1 0.0 0.1
C -3.8780 -0.2987 -1.9620 -0.1 0.0 -0.1
C -4.1475 -0.5143 -3.3751 0.0 0.0 0.1
N -5.3436 -0.5413 -3.9343 0.0 0.0 0.1
H -0.7897 -1.1446 -5.7578 0.0 0.0 0.0
H 1.5129 -1.2456 -4.7589 0.0 0.0 0.0
H 1.7627 -0.9127 -2.3040 0.0 0.0 0.0
H -2.7969 0.2297 1.6457 0.0 0.0 0.0
H -5.2275 0.1751 1.0961 0.0 0.0 0.0
H -5.9114 -0.1569 -1.2992 0.0 0.0 0.0
Se -2.1305 -3.3940 -1.1242 -0.2 0.0 -0.1
C -1.3185 -5.0763 -0.8073 0.1 -0.1 0.0
C -1.2169 -5.6012 0.4887 0.0 0.1 0.0
C -0.6168 -6.8257 0.7334 0.0 -0.1 0.0
C -0.0900 -7.5808 -0.3081 0.0 0.0 0.0
C -0.1757 -7.0753 -1.5999 0.0 -0.1 0.0
C -0.7746 -5.8493 -1.8424 -0.1 0.1 -0.1
H -1.6131 -5.0173 1.3105 0.0 0.0 0.0
H -0.5561 -7.1942 1.7518 0.0 0.0 0.0
H 0.3781 -8.5387 -0.1173 0.0 0.0 0.0
H 0.2321 -7.6433 -2.4296 0.0 0.0 0.0
H -0.8336 -5.4656 -2.8542 0.0 0.0 0.0


75
Properties=species:S:1:pos:R:3:forces:R:3 method="wB97M-V/def2-TZVPD" charge=-2 relative_energy_kcal_mol=33.74 homo_lumo_gap_ev="5.59 / 5.15" e_homo_ev="-1.72 / -1.72" spin_multiplicity=2
Rb -0.4298 -0.8858 0.4784 2.2 -1.1 0.7
O 1.8860 -2.2317 -0.6866 -0.4 0.3 1.2
N 1.9533 -2.5639 -1.9137 0.1 -0.3 -1.0
C 1.0108 -3.3565 -2.4485 -0.6 -0.5 -0.3
C 1.0449 -3.7741 -3.7599 -0.1 -0.1 0.1
C 2.0838 -3.3465 -4.5779 0.1 0.1 0.0
C 3.0421 -2.5163 -4.0408 -0.5 -0.4 -0.3
C 3.0023 -2.1295 -2.6975 0.7 0.6 0.3
S 4.2056 -1.1626 -1.9990 0.3 0.4 0.1
H 0.2159 -3.6458 -1.7710 0.1 0.1 0.0
H 0.2646 -4.4203 -4.1294 -0.1 0.0 0.0
H 2.1371 -3.6539 -5.6130 0.0 0.0 -0.1
H 3.8542 -2.1347 -4.6404 0.1 0.0 0.1
O -0.6245 2.8810 2.3215 0.0 0.2 0.5
C -0.8020 2.3700 1.2218 -0.5 0.7 0.2
O -0.0717 1.5376 0.6179 0.9 0.5 0.3
C -2.0541 2.7151 0.3755 0.3 -0.4 -0.1
P -1.6792 1.6679 -1.0963 -0.7 0.6 -0.7
C -2.9881 2.3005 -2.2565 0.0 -0.3 0.0
C -4.2752 2.6169 -1.8300 0.2 0.0 0.1
C -5.2624 2.9668 -2.7321 -0.3 0.1 -0.1
C -4.9943 2.9865 -4.0903 -0.1 0.1 -0.1
C -3.7230 2.6569 -4.5335 -0.1 0.0 -0.2
C -2.7383 2.3159 -3.6283 0.1 0.0 0.0
C -0.3138 2.6211 -1.8684 0.0 0.0 0.0
C 0.8702 1.9734 -2.1990 -0.1 0.0 0.1
C 1.9150 2.6658 -2.7852 0.2 -0.1 -0.1
C 1.7805 4.0162 -3.0625 0.1 0.1 0.0
C 0.6009 4.6697 -2.7435 0.0 0.2 -0.1
C -0.4382 3.9743 -2.1521 0.0 0.0 0.0
H -2.1560 3.7828 0.1654 0.1 -0.1 0.1
H -2.9571 2.3706 0.8862 0.1 0.0 0.0
H -4.5108 2.5785 -0.7757 0.0 0.0 0.1
H -6.2529 3.2206 -2.3739 0.0 0.0 0.0
H -5.7696 3.2543 -4.7977 0.0 0.0 0.0
H -3.5044 2.6596 -5.5942 0.0 0.0 0.0
H -1.7502 2.0544 -3.9866 0.0 0.0 0.0
H 0.9776 0.9201 -1.9791 0.1 -0.1 0.0
H 2.8337 2.1470 -3.0252 0.0 -0.1 0.0
H 2.5945 4.5643 -3.5214 0.0 0.0 0.0
H 0.4901 5.7256 -2.9620 0.0 0.0 0.0
H -1.3634 4.4823 -1.9170 -0.1 0.1 0.0
C -2.6899 -2.3865 5.0799 0.1 0.0 0.1
C -1.7637 -2.4255 6.1083 -0.2 -0.1 0.2
C -0.4185 -2.2468 5.8464 -0.1 0.0 -0.2
C 0.0256 -2.0094 4.5397 0.1 0.0 -0.2
C -0.9190 -1.9863 3.5243 -0.4 -0.2 1.5
C -2.2572 -2.1736 3.7742 -0.2 0.1 -0.8
C 1.4372 -1.7220 4.2580 0.8 0.2 -0.1
C 2.4793 -2.1695 5.1125 0.1 0.0 0.0
C 3.7678 -1.8018 4.8491 -0.1 0.0 0.0
C 4.0476 -1.0024 3.7220 -0.3 0.0 -0.1
C 5.3436 -0.5762 3.3720 0.1 0.0 -0.1
C 5.5387 0.1749 2.2458 0.1 -0.1 0.3
C 4.4516 0.5386 1.4338 -0.2 0.0 -0.1
C 3.1791 0.1573 1.7544 0.1 0.0 -0.1
C 2.9430 -0.6313 2.9005 0.9 0.0 0.2
N 1.6868 -0.9961 3.1956 -0.9 -0.2 -0.1
H -3.7458 -2.5142 5.2914 0.0 0.0 -0.1
H -2.0960 -2.5828 7.1281 0.0 0.0 0.0
H 0.2815 -2.2513 6.6726 0.1 0.0 -0.1
H -2.9833 -2.1442 2.9698 0.0 0.0 -0.1
H 2.2536 -2.8146 5.9488 0.0 0.0 0.1
H 4.5833 -2.1135 5.4953 0.0 0.0 0.0
H 6.1777 -0.8662 3.9998 0.0 0.0 0.0
H 6.5376 0.4897 1.9777 0.1 0.0 -0.1
H 4.6335 1.1180 0.5424 -0.1 0.0 -0.1
H 2.3308 0.4475 1.1562 -0.1 0.1 -0.1
F -2.8988 -0.8989 0.6160 -0.9 -0.2 -0.3
As -3.2565 -2.0147 -0.6888 -2.1 -2.2 -0.9
F -2.4218 -3.3221 0.1965 -0.2 1.0 -0.4
F -1.7669 -1.6573 -1.5432 -0.9 -0.2 0.0
F -3.6668 -3.2055 -1.9589 0.4 0.8 0.8
F -4.1610 -0.8012 -1.5598 0.7 -0.3 0.5
F -4.7582 -2.4887 0.1631 1.0 0.4 -0.4


74
Properties=species:S:1:pos:R:3:forces:R:3 method="wB97M-V/def2-TZVPD" smiles="C[C@@]1(O)COC(=O)O1.O=C1C=CC(=O)C=C1.O=C1C=CC(=O)C=C1.O=C1C=CC(=O)C=C1.O=C1C=CC(=O)C=C1.O=C1C=CC(=O)C=C1" homo_lumo_gap_ev=8.62 e_homo_ev=-10.25
C -3.7741 1.8904 8.1117 0.0 -0.2 0.2
C -4.5504 0.7446 7.4501 0.2 -0.1 0.5
O -3.6913 -0.2553 6.9941 -0.1 0.0 -0.3
C -5.6277 0.1434 8.3683 0.0 -0.4 -0.4
O -6.7852 0.9349 8.0620 0.3 0.4 0.3
C -6.5046 1.7127 6.9903 -0.3 -0.1 -0.2
O -7.1544 2.6346 6.6216 0.1 -0.4 -0.1
O -5.3629 1.2550 6.3874 0.1 0.4 0.2
H -3.6287 2.7201 7.4162 0.1 -0.1 0.1
H -4.3051 2.2488 9.0006 0.0 0.1 -0.2
H -2.8040 1.5140 8.4445 -0.1 0.1 -0.1
H -3.6218 -0.2261 6.0319 -0.1 0.1 0.1
H -5.8217 -0.8932 8.0748 0.1 0.1 0.1
H -5.3786 0.2111 9.4275 -0.2 0.1 -0.1
O 0.9113 -1.8831 4.2261 0.0 0.0 0.0
C 0.6715 -0.9499 4.9620 0.0 0.0 0.0
C 1.5548 -0.6344 6.1139 0.0 0.0 0.0
C 1.2918 0.3869 6.9238 0.0 0.0 0.0
C 0.1066 1.2546 6.7063 0.0 0.0 0.0
O -0.1337 2.1853 7.4462 0.0 0.0 0.0
C -0.7712 0.9425 5.5527 0.0 -0.1 0.0
C -0.5108 -0.0807 4.7436 0.0 0.0 0.1
H 2.4120 -1.2815 6.2498 0.0 0.0 0.0
H 1.9178 0.6366 7.7711 0.0 0.0 0.0
H -1.6239 1.5932 5.4104 0.0 0.0 0.0
H -1.1348 -0.3241 3.8942 0.0 0.0 0.0
O 1.9612 5.6740 0.5962 0.0 0.0 0.0
C 1.2107 4.8793 1.1188 0.0 0.0 0.0
C -0.0517 5.3291 1.7624 0.0 0.0 0.0
C -0.8774 4.4615 2.3403 0.0 0.0 0.0
C -0.5698 3.0106 2.3583 0.0 0.0 0.0
O -1.3250 2.2152 2.8810 -0.1 0.0 -0.1
C 0.6892 2.5614 1.7194 0.0 0.0 0.0
C 1.5186 3.4262 1.1421 -0.1 0.1 0.0
H -0.2513 6.3926 1.7316 0.0 0.0 0.0
H -1.8022 4.7624 2.8162 0.0 0.0 0.0
H 0.8957 1.4993 1.7459 0.0 0.0 0.0
H 2.4414 3.1192 0.6692 0.0 0.0 0.0
O 2.6015 0.7054 -0.0323 0.0 0.0 0.0
C 2.3089 0.0664 -1.0231 0.0 0.0 0.0
C 0.9015 -0.0522 -1.4710 0.0 0.0 0.0
C 0.5817 -0.7482 -2.5570 0.0 0.0 0.1
C 1.6225 -1.4386 -3.3574 0.0 0.1 0.0
O 1.3303 -2.0749 -4.3499 -0.1 -0.1 0.1
C 3.0326 -1.3257 -2.9100 0.0 0.0 0.0
C 3.3479 -0.6239 -1.8245 0.0 0.0 0.0
H 0.1608 0.4602 -0.8701 0.0 0.0 0.0
H -0.4375 -0.8464 -2.9049 0.0 0.0 0.0
H 3.7692 -1.8419 -3.5123 0.0 0.0 0.0
H 4.3669 -0.5222 -1.4736 0.0 0.0 0.0
O 2.8633 -7.2308 -8.5615 0.0 0.0 0.0
C 3.1919 -6.3343 -7.8161 0.0 0.0 0.0
C 2.1884 -5.5816 -7.0226 0.0 0.0 0.0
C 2.5473 -4.5956 -6.2041 0.0 0.0 0.0
C 3.9740 -4.2092 -6.0531 0.0 0.0 0.0
O 4.3100 -3.3105 -5.3111 0.1 0.0 0.0
C 4.9794 -4.9609 -6.8458 0.0 0.0 0.0
C 4.6173 -5.9462 -7.6621 0.0 0.0 0.0
H 1.1568 -5.8841 -7.1514 0.0 0.0 0.0
H 1.8350 -4.0290 -5.6183 0.1 0.0 0.0
H 6.0111 -4.6590 -6.7179 0.0 0.0 0.0
H 5.3311 -6.5091 -8.2499 0.0 0.0 0.0
O -1.4904 0.3173 -9.8347 0.0 0.0 0.0
C -1.0418 0.4634 -8.7190 0.0 0.0 0.0
C -0.8506 1.8178 -8.1394 0.0 0.0 0.0
C -0.3565 1.9799 -6.9155 0.0 0.0 0.0
C 0.0232 0.8140 -6.0794 0.0 0.0 0.0
O 0.4739 0.9721 -4.9624 0.0 0.0 0.0
C -0.1689 -0.5421 -6.6527 0.0 0.0 0.0
C -0.6634 -0.6997 -7.8785 0.0 0.0 0.0
H -1.1346 2.6512 -8.7692 0.0 0.0 0.0
H -0.2061 2.9558 -6.4716 0.0 0.0 0.0
H 0.1168 -1.3732 -6.0171 0.0 0.1 -0.1
H -0.8143 -1.6755 -8.3229 0.0 0.0 0.0